Computed, not measured: a structure of composition C9H14Cl2O8Rb, with ωB97M-V/def2-TZVPD.

```
! wB97M-V def2-TZVPD RIJCOSX def2/J DEFGRID3
* xyz -1 1
H -1.380 4.077 1.206
C -2.520 4.024 -0.634
H -3.046 -0.896 -0.403
H 4.080 -0.882 0.807
H -0.246 2.284 1.908
H 4.294 -2.646 0.677
H 0.760 -0.817 1.866
O -1.618 3.684 -1.437
C 2.221 -3.069 -1.111
C -3.319 -0.937 -1.450
O -3.547 4.689 -0.818
H 4.569 -1.608 -0.739
C 2.015 -0.543 -0.897
O 1.709 -2.000 0.991
O 1.646 -0.584 -2.092
Cl -1.938 -1.679 -2.297
C -2.261 3.539 0.832
O -1.995 2.134 0.814
Rb -0.312 1.273 -1.583
Cl -3.657 0.715 -1.979
O -1.352 -0.460 0.841
C -0.787 0.264 1.629
H -1.666 1.800 2.848
H 2.541 -3.993 -0.615
C -1.180 1.710 1.865
O 1.978 0.459 -0.150
C 3.958 -1.746 0.155
H -3.116 3.752 1.479
O 0.268 -0.098 2.341
H 1.157 -3.125 -1.339
C 2.490 -1.867 -0.226
H 2.760 -2.970 -2.050
H -4.187 -1.551 -1.655
H 1.681 -2.935 1.218
*
```

Its LUMO energy is 2.321 eV. For the orbital gap, the calculation gives 7.5240 eV. The calculation puts the HOMO energy at -5.203 eV.



Computed, not measured: a structure of composition C9H14F6N2O3PPdSbSe4Si, with ωB97M-V/def2-TZVPD.

```
! wB97M-V def2-TZVPD RIJCOSX def2/J DEFGRID3
* xyz 1 6
C -3.203 -0.049 -2.761
C 3.665 4.997 2.483
Si -2.387 -1.687 -2.194
H -4.259 -0.024 -2.503
C 2.504 3.018 3.180
H -3.082 -3.913 -1.207
F 1.105 0.058 -3.871
C -1.250 -2.461 -3.536
H -3.119 0.088 -3.836
H -0.652 -1.679 -3.989
H 2.254 2.279 3.925
P 1.500 0.268 -2.361
N 1.210 0.818 2.338
C 3.365 4.056 3.462
H 3.331 5.638 0.463
H 3.809 4.128 4.443
Se -2.545 0.648 1.204
Se 0.294 -2.432 0.694
F -0.023 1.016 -2.126
O 0.218 1.915 0.667
C 3.091 4.911 1.222
H -4.061 -3.530 -2.615
H -4.386 -2.714 -1.083
H -1.854 -2.935 -4.299
Se -3.721 -3.305 1.652
C 2.230 3.873 0.917
C -3.604 -3.112 -1.729
C 1.950 2.929 1.900
O -1.713 -1.413 -0.747
H -0.591 -3.198 -3.089
O 0.400 -0.141 2.095
F 1.731 0.394 -0.685
F 2.848 -0.523 -2.463
H 1.805 3.770 -0.070
H 4.345 5.803 2.709
F 2.135 1.693 -2.549
Pd -0.622 0.120 -0.038
Se -1.249 -1.359 4.391
Sb -1.894 -1.771 2.065
H -2.717 0.807 -2.284
N 1.098 1.850 1.622
F 0.694 -1.138 -1.932
*
```

Its LUMO energy (alpha / beta) is -6.561 / -7.559 eV. For the orbital gap (alpha / beta), the calculation gives 5.5438 / 4.2738 eV. The calculation puts the HOMO energy (alpha / beta) at -12.105 / -11.833 eV.



Computed, not measured: a structure of composition C9H14INSi, with ωB97M-V/def2-TZVPD.

```
! wB97M-V def2-TZVPD RIJCOSX def2/J DEFGRID3
* xyz 0 1
C 1.062 0.811 -0.081
H 0.580 2.056 1.755
C -3.018 -1.259 -0.076
H 1.803 -0.456 -2.487
H -0.310 2.437 -0.421
H 0.303 -0.048 3.034
H -3.662 -1.490 0.743
C -1.584 0.713 -0.369
H 3.066 1.061 -0.263
H -3.602 -0.868 -1.025
H -0.142 -1.850 -0.715
H 2.189 2.673 -0.128
H 2.289 1.920 -1.493
Si 1.069 -1.042 -0.380
H -2.121 1.186 -1.151
H -2.445 -2.118 -0.362
C -1.194 -0.763 1.562
C -1.956 -0.340 0.296
N 2.279 -0.945 -1.635
C 0.339 1.133 1.277
H -1.381 -1.786 2.012
H 1.479 -1.839 0.824
C 2.230 1.709 -0.491
I 3.307 -2.440 -2.429
C -0.309 1.422 -0.058
C -0.271 0.124 2.059
*
```

Its LUMO energy is 0.176 eV. For the orbital gap, the calculation gives 8.4945 eV. The calculation puts the HOMO energy at -8.319 eV.



Computed, not measured: an isolated molecule of C9H14N2, with ωB97M-V/def2-TZVPD.

```
! wB97M-V def2-TZVPD RIJCOSX def2/J DEFGRID3
* xyz 0 1
C -1.649 -0.126 -1.328
H -2.462 0.524 -1.212
H 1.198 -0.843 -1.654
C -0.092 1.910 -0.252
H 1.644 2.865 0.296
C -0.873 -1.027 0.728
N -0.982 -1.572 2.983
H 2.311 1.581 -1.117
C -1.633 -1.436 -0.612
H -1.536 -0.056 -2.385
C 0.642 -1.337 0.299
H -1.126 2.195 0.215
N -1.498 -1.399 1.901
H 2.779 0.522 0.191
H 1.123 -1.373 1.217
H 1.327 1.647 1.576
H -0.095 2.592 -1.231
C 2.001 0.914 -0.314
H -1.154 -2.230 -1.147
H -2.603 -1.757 -0.347
C -0.347 0.465 -0.729
H 0.700 -2.458 -0.104
C 1.232 1.966 0.478
H 0.101 -1.340 3.217
C 0.991 -0.226 -0.667
*
```

Its LUMO energy (alpha / beta) is -0.156 / -0.154 eV. For the orbital gap (alpha / beta), the calculation gives 7.4499 / 7.4536 eV. The calculation puts the HOMO energy (alpha / beta) at -7.606 / -7.608 eV.



In order of appearance, largest force on an atom = 0.56 2.99 3.75 5.64 eV/Å.
In order of appearance, total energy = -1897.910658 -11890.178103 -993.162057 -460.598991 Eh.